1.
{"formula": "C4H37N2O14", "method": "ωB97M-V/def2-TZVPD", "species": ["O", "C", "N", "C", "N", "C", "C", "H", "H", "H", "H", "H", "H", "H", "H", "H", "H", "H", "H", "H", "O", "H", "H", "O", "H", "H", "O", "H", "H", "O", "H", "H", "O", "H", "H", "O", "H", "H", "O", "H", "H", "O", "H", "H", "O", "H", "H", "O", "H", "H", "O", "H", "H", "O", "H", "H", "O"], "xyz": [[0.894, -2.129, -0.385], [0.034, -1.275, -0.107], [-1.257, -1.465, -0.513], [0.362, -0.047, 0.725], [1.048, -0.567, 2.007], [1.640, 2.151, 0.716], [1.309, 0.886, -0.061], [-1.961, -0.747, -0.434], [-1.428, -2.241, -1.159], [-0.541, 0.535, 1.022], [0.505, -1.222, 2.461], [1.172, 0.254, 2.644], [1.982, -1.015, 1.715], [2.266, 1.980, 1.654], [0.697, 2.700, 0.975], [2.227, 2.798, 0.051], [0.805, 1.137, -1.027], [2.289, 0.435, -0.383], [-3.519, 0.483, -1.622], [-4.594, 0.011, -2.683], [-3.678, -0.104, -2.374], [-0.315, 2.395, 2.908], [-0.487, 1.624, 4.309], [-0.357, 1.454, 3.336], [-2.463, 0.975, 0.498], [-1.984, 2.135, -0.402], [-2.387, 1.254, -0.401], [-1.492, 0.669, -1.802], [-1.956, 0.231, -3.167], [-1.139, 0.471, -2.684], [-0.472, 2.109, -2.889], [0.917, 2.643, -2.963], [0.049, 2.887, -2.791], [-1.787, 0.722, 2.654], [-2.299, -0.634, 2.313], [-2.415, 0.264, 2.086], [-1.517, 4.375, -0.551], [-0.519, 3.393, -1.319], [-1.037, 3.542, -0.426], [3.724, -0.317, 1.501], [4.388, 0.246, 2.786], [3.568, 0.134, 2.269], [4.030, -2.390, 0.077], [2.600, -1.828, -0.115], [3.470, -1.619, 0.245], [0.503, -2.795, -2.180], [-0.510, -2.031, -3.132], [-0.330, -2.876, -2.659], [1.798, 0.434, -4.016], [0.576, 0.362, -3.070], [1.493, 0.615, -3.133], [-0.839, -3.057, 1.976], [-1.190, -2.773, 3.445], [-0.988, -2.340, 2.629], [-0.792, -4.881, 0.417], [0.158, -3.733, 0.155], [-0.251, -4.215, 0.871]], "lowdin_charge": [0.10, -0.32, 0.45, -0.17, 0.24, -0.07, -0.18, 0.11, 0.15, 0.12, 0.07, 0.14, 0.15, 0.09, 0.06, 0.10, 0.09, 0.13, 0.01, 0.09, -0.05, 0.14, 0.13, -0.08, 0.00, 0.03, -0.06, 0.00, 0.09, -0.05, -0.01, 0.02, 0.01, 0.01, 0.01, -0.02, 0.08, 0.06, -0.09, -0.06, 0.10, -0.03, 0.10, 0.00, -0.03, 0.05, 0.08, 0.02, 0.07, -0.03, -0.03, 0.01, 0.08, -0.03, 0.11, 0.01, 0.00], "multiplicity": 2, "total_charge": 2, "homo_lumo_gap_ev": [9.747, 4.297], "e_lumo_ev": [-7.35, -12.80], "e_tot_ev": -36377.7970, "fmax_ev_per_a": 4.70, "homo_ev": [-17.10, -17.10]}

***

2.
{"formula": "C5H13NO", "method": "ωB97M-V/def2-TZVPD", "species": ["C", "N", "C", "C", "C", "C", "H", "H", "H", "H", "H", "H", "H", "H", "H", "H", "H", "H", "H", "O"], "xyz": [[2.478, -0.857, -0.589], [1.703, 0.206, -1.281], [0.340, 0.437, -1.131], [-0.449, -0.223, -0.261], [-1.949, -0.171, -0.223], [-0.204, 1.350, -2.176], [3.106, -0.391, 0.162], [2.997, -1.379, -1.392], [1.773, -1.553, -0.165], [2.283, 0.759, -1.865], [-0.022, -0.919, 0.441], [-2.356, 0.635, -0.844], [-2.402, 0.017, 0.750], [-2.383, -1.072, -0.667], [-1.145, 1.760, -1.818], [0.480, 2.076, -2.604], [-0.474, 0.774, -3.076], [-1.868, -0.941, 5.711], [-0.506, -0.329, 5.660], [-1.402, -0.180, 5.370]], "lowdin_charge": [-0.07, -0.06, -0.37, -0.14, -0.12, -0.05, 0.08, 0.08, 0.06, 0.10, 0.08, 0.05, 0.07, 0.07, 0.06, 0.07, 0.09, 0.03, 0.02, -0.05], "homo_lumo_gap_ev": 8.242, "e_lumo_ev": 0.99, "smiles": "C/C=C(\\C)NC.O", "e_tot_ev": -8932.3910, "fmax_ev_per_a": 2.14, "homo_ev": -7.26}

***

3.
{"formula": "C20H24Cl6N4O5V", "method": "ωB97M-V/def2-TZVPD", "species": ["O", "V", "C", "C", "C", "O", "H", "H", "H", "H", "H", "H", "H", "N", "O", "O", "O", "N", "C", "C", "C", "C", "C", "H", "H", "H", "H", "H", "N", "C", "C", "C", "C", "C", "H", "H", "H", "H", "H", "N", "C", "C", "C", "C", "C", "H", "H", "H", "H", "H", "C", "Cl", "Cl", "Cl", "H", "C", "Cl", "Cl", "Cl", "H"], "xyz": [[-2.050, -0.039, 2.030], [-2.101, -1.078, 0.813], [-1.006, -3.029, -2.746], [-2.240, -2.317, -2.126], [-3.462, -2.652, -2.950], [-2.464, -2.661, -0.770], [-0.837, -2.667, -3.762], [-1.314, -4.077, -2.756], [-0.037, -2.898, -2.264], [-2.023, -1.241, -2.190], [-3.869, -3.613, -2.636], [-3.089, -2.746, -3.975], [-4.238, -1.886, -2.984], [0.513, 0.711, -0.197], [0.599, 1.935, -0.253], [1.524, 0.014, -0.040], [-0.644, 0.185, -0.192], [-3.860, -0.086, -0.009], [-5.131, -0.211, 0.391], [-6.227, 0.404, -0.203], [-5.979, 1.290, -1.270], [-4.674, 1.412, -1.700], [-3.677, 0.704, -1.072], [-5.307, -0.649, 1.367], [-7.244, 0.427, 0.157], [-6.731, 1.987, -1.615], [-4.441, 2.018, -2.564], [-2.648, 0.869, -1.367], [5.045, 1.654, 3.866], [3.831, 1.370, 3.323], [3.366, 1.985, 2.173], [4.109, 3.022, 1.621], [5.353, 3.316, 2.160], [5.758, 2.600, 3.281], [3.243, 0.661, 3.889], [2.364, 1.716, 1.867], [3.689, 3.645, 0.842], [5.972, 4.129, 1.806], [6.607, 2.947, 3.862], [-0.241, -2.092, 1.563], [0.380, -3.011, 0.796], [1.677, -3.449, 1.000], [2.281, -3.089, 2.206], [1.696, -2.074, 2.958], [0.420, -1.668, 2.646], [-0.149, -3.280, -0.110], [2.082, -4.134, 0.272], [3.260, -3.446, 2.495], [2.179, -1.736, 3.864], [-0.022, -0.819, 3.152], [0.613, 5.420, -0.411], [0.528, 5.819, 1.318], [1.824, 6.411, -1.236], [-1.011, 5.663, -1.081], [0.858, 4.369, -0.527], [3.335, -1.138, -2.502], [2.852, -2.869, -2.420], [3.390, -0.598, -4.193], [4.828, -0.805, -1.623], [2.542, -0.621, -1.973]], "lowdin_charge": [-0.31, 1.11, -0.06, -0.59, -0.07, -0.35, 0.08, 0.09, 0.02, 0.10, 0.08, 0.07, 0.06, -0.52, 0.03, 0.00, -0.14, -0.02, -0.10, -0.03, -0.04, -0.04, -0.11, 0.12, 0.11, 0.11, 0.12, 0.11, 0.05, -0.14, -0.07, -0.06, -0.07, -0.18, 0.09, 0.08, 0.10, 0.10, 0.10, -0.02, -0.10, -0.04, -0.03, -0.05, -0.12, 0.09, 0.09, 0.11, 0.11, 0.11, -1.54, 0.50, 0.52, 0.50, -0.02, -1.51, 0.52, 0.52, 0.54, -0.03], "multiplicity": 2, "homo_lumo_gap_ev": [7.422, 7.847], "e_lumo_ev": [-1.36, -0.99], "e_tot_ev": -138145.4131, "fmax_ev_per_a": 2.68, "homo_ev": [-8.79, -8.84]}

***

4.
{"formula": "C13H18N3S2Zn", "method": "ωB97M-V/def2-TZVPD", "species": ["Zn", "C", "S", "C", "S", "N", "N", "C", "C", "C", "C", "C", "C", "N", "H", "H", "H", "H", "H", "H", "H", "H", "C", "C", "C", "C", "C", "H", "H", "H", "H", "H", "H", "H", "H", "H", "H"], "xyz": [[-1.048, -0.004, 0.083], [0.777, 3.811, -3.576], [1.317, 3.581, -1.848], [0.369, 2.113, -1.515], [-1.276, 2.310, -1.069], [1.007, 1.001, -1.701], [0.314, -0.089, -1.378], [0.581, -1.276, -1.887], [-0.333, -2.300, -1.611], [-0.216, -3.590, -2.190], [-1.194, -4.520, -1.993], [-2.294, -4.185, -1.179], [-2.327, -2.931, -0.609], [-1.410, -1.999, -0.808], [1.093, 4.804, -3.875], [-0.305, 3.727, -3.625], [1.250, 3.050, -4.191], [1.420, -1.434, -2.563], [0.649, -3.804, -2.801], [-1.131, -5.504, -2.442], [-3.083, -4.899, -1.005], [-3.149, -2.654, 0.043], [1.663, 0.184, 2.068], [0.394, 0.844, 2.626], [0.411, 2.336, 2.234], [0.437, 0.764, 4.162], [-0.814, 0.164, 2.060], [2.556, 0.695, 2.425], [1.653, 0.219, 0.981], [1.706, -0.860, 2.373], [1.250, 2.844, 2.711], [-0.516, 2.821, 2.533], [0.518, 2.441, 1.158], [1.318, 1.287, 4.536], [0.486, -0.271, 4.496], [-0.444, 1.229, 4.601], [-1.628, 0.092, 2.777]], "lowdin_charge": [0.58, -0.42, 0.72, -1.21, 0.46, -0.09, -0.19, -0.13, -0.30, -0.06, -0.12, -0.12, -0.18, 0.02, 0.01, 0.01, 0.02, 0.11, 0.10, 0.09, 0.08, 0.10, -0.08, -0.73, -0.08, -0.09, -0.11, 0.08, 0.05, 0.08, 0.08, 0.08, 0.03, 0.07, 0.07, 0.07, -0.01], "total_charge": -1, "homo_lumo_gap_ev": [6.648, 5.228], "e_lumo_ev": [2.85, 2.85], "e_tot_ev": -88331.2891, "fmax_ev_per_a": 1.18, "homo_ev": [-3.80, -2.38]}

***

> Number 3 is which compound?

C20H24Cl6N4O5V